C6H14ClNOS2 | wB97M-V/def2-TZVPD

DFT total energy in eV: -44176.8936
E_LUMO in eV: 0.64
Energy relative to the best compared isomer or geometry (same formula, charge and spin) in kJ/mol: 0.0
HOMO-LUMO gap in eV: 9.0

Geometry (Å):
C1 -2.228 -0.742 -0.002
C2 -2.070 0.554 -2.279
C3 -1.404 1.292 1.761
C4 2.480 -1.017 0.762
C5 3.208 0.304 0.924
C6 -1.949 0.305 -0.679
N1 1.010 -0.522 -1.449
O1 0.244 -2.237 0.464
S1 -1.334 1.795 0.118
S2 0.708 -0.861 0.149
Cl1 2.137 1.416 1.810
H1 -2.041 -0.860 1.051
H2 0.364 0.228 -1.709
H3 -2.362 -1.788 -0.394
H4 -2.545 1.566 -2.458
H5 -1.137 0.609 -2.711
H6 -2.802 -0.261 -2.658
H7 -2.477 1.265 2.233
H8 -0.798 1.948 2.317
H9 -0.831 0.373 1.837
H10 2.956 -1.764 0.085
H11 2.403 -1.551 1.641
H12 3.382 0.857 -0.070
H13 4.173 0.330 1.463
H14 0.916 -1.238 -2.208

Atomic partial charges in e from the Löwdin method, atoms 1 to 4: number 1, C, carries -0.110; number 2, C, carries -0.084; number 3, C, carries -0.503; number 4, C, carries -0.379